Record 1
A structure of composition C27H51N12O20S in a non-equilibrium geometry. Source: the Open Molecules 2025 dataset; level of theory: the ωB97M-V functional and the def2-TZVPD basis.

```
111
Properties=species:S:1:pos:R:3:forces:R:3
C 1.85552 -0.67628 -4.55816 -0.10 -0.39 0.62
C 0.62836 -0.20714 -3.74450 0.94 0.51 -0.21
C 0.48355 -1.00130 -2.38046 0.36 1.25 -0.44
C 0.43772 0.04835 -1.27256 -1.24 -2.24 -1.04
C -0.73141 0.55206 -0.77962 1.75 0.74 0.53
N -0.28591 1.50096 0.16555 -1.66 -0.06 0.24
C -1.15665 2.37321 0.97259 -0.02 1.48 0.46
C -2.59750 2.48874 0.44787 0.36 -0.06 -0.48
C -2.70647 3.07491 -0.98859 -0.37 -0.70 -0.48
S -2.97230 4.88435 -1.02783 0.49 0.14 -0.04
C 1.02074 1.49739 0.22977 1.56 -0.20 0.34
N 1.86373 2.26733 1.08612 -0.73 0.48 -1.28
C 2.38776 3.16839 0.40800 1.33 1.00 -0.27
O 2.96842 3.98982 -0.18120 -1.02 -1.16 1.01
N 1.53128 0.61326 -0.64270 -1.18 -0.56 -0.19
C 2.91865 0.26966 -0.94208 0.92 0.43 -0.34
O -0.56166 -0.20867 -4.51396 0.24 -0.05 0.62
C -1.35384 0.96797 -4.35077 -0.59 0.32 -0.53
C -1.04205 2.00192 -5.42649 -0.39 -0.10 -0.41
C -0.16745 3.07265 -5.27131 0.44 0.25 0.50
C 0.11167 3.96331 -6.30809 -0.03 0.09 -0.43
C -0.49743 3.81221 -7.55679 -0.08 -0.23 0.62
C -1.41167 2.76405 -7.71270 0.21 0.24 -0.35
C -1.67236 1.87821 -6.67155 -0.12 -0.03 -0.36
H 2.75770 -0.53995 -3.92966 -0.39 0.03 -0.29
H 1.79903 -1.76053 -4.76058 -0.12 0.48 -0.24
H 2.01322 -0.08187 -5.46783 -0.26 -0.32 0.23
H 0.84085 0.85639 -3.48999 -0.04 -0.42 -0.02
H -0.46037 -1.56461 -2.40523 0.34 0.16 0.16
H 1.33876 -1.68468 -2.27464 -0.43 0.09 0.09
H -1.78676 0.31632 -1.02533 1.02 0.24 0.29
H -0.71778 3.39137 0.93164 -0.10 -0.46 -0.03
H -1.10558 2.08759 2.03825 -0.15 -0.22 -0.55
H -3.06803 1.49242 0.44345 -0.01 0.43 0.19
H -3.15167 3.17448 1.11175 0.24 -0.56 -0.01
H -1.87154 2.77890 -1.64801 -0.23 0.30 0.41
H -3.59945 2.61237 -1.44732 0.39 0.26 0.16
H -2.09326 5.27616 -1.99129 -0.30 -0.44 0.37
H 3.53593 0.08616 -0.05082 -0.50 0.17 -0.07
H 3.36717 1.08351 -1.53739 -0.07 -0.31 0.27
H 2.97267 -0.63014 -1.56990 -0.34 0.35 0.35
H -2.40299 0.64363 -4.47329 0.44 0.12 0.07
H -1.27933 1.42651 -3.34945 0.24 -0.35 -0.23
H 0.33434 3.24728 -4.30851 -0.26 -0.20 -0.26
H 0.81436 4.79113 -6.16953 -0.24 -0.34 0.10
H -0.26657 4.51471 -8.35998 -0.17 -0.31 0.19
H -1.91458 2.63331 -8.67578 0.14 0.01 0.39
H -2.39350 1.08055 -6.88034 0.31 0.18 0.36
C 4.63940 2.20828 3.18058 -0.06 0.26 -0.22
N 4.98349 1.01799 3.99555 0.10 0.14 -0.18
O 5.03606 -0.04463 3.39891 0.32 -0.03 0.21
O 5.17445 1.18420 5.17517 -0.05 -0.14 -0.09
H 4.48947 1.88082 2.15684 0.05 -0.06 0.07
H 3.72307 2.62453 3.59269 0.09 0.08 0.09
H 5.46046 2.91991 3.24439 -0.03 -0.03 0.18
C 2.21769 -0.83967 3.31226 0.28 -0.11 0.05
N 1.51351 -2.07064 2.86646 0.16 0.14 -0.02
O 2.18658 -3.03205 2.56864 -0.21 0.00 0.02
O 0.29856 -2.01280 2.82179 -0.09 -0.10 -0.08
H 3.28844 -1.01791 3.29597 -0.28 -0.14 -0.02
H 1.94844 -0.04633 2.61758 -0.10 0.01 0.10
H 1.87714 -0.61236 4.31983 -0.11 0.04 -0.08
C -1.37551 -4.31022 4.21779 0.23 0.00 -0.18
N -2.65014 -5.06745 4.25147 0.40 0.04 0.14
O -2.63647 -6.19875 4.68432 -0.24 0.14 -0.12
O -3.62877 -4.47778 3.82741 -0.07 -0.37 -0.02
H -0.58229 -4.93329 4.61248 -0.10 -0.05 0.01
H -1.18353 -4.05150 3.17996 -0.06 0.08 0.04
H -1.50610 -3.42275 4.82619 -0.04 0.02 -0.11
C 3.59248 4.00059 -4.14788 0.09 0.12 0.23
N 3.61794 2.57021 -4.55954 -0.03 0.17 -0.04
O 4.05855 1.76128 -3.75870 -0.12 -0.02 -0.02
O 3.19610 2.31657 -5.66239 0.10 -0.11 0.14
H 3.99658 4.08125 -3.14412 0.02 -0.07 -0.04
H 4.20152 4.55564 -4.85613 -0.12 -0.01 -0.06
H 2.55695 4.33066 -4.17765 0.03 0.00 -0.16
C 7.50353 6.20807 1.83721 -0.04 0.24 0.14
N 7.52762 4.79720 2.31170 0.07 0.14 0.01
O 7.09426 4.57059 3.42584 -0.06 -0.10 -0.11
O 7.97948 3.96962 1.55079 -0.13 -0.04 0.06
H 7.07666 6.82938 2.61705 0.02 -0.10 0.03
H 8.52879 6.49980 1.62695 -0.04 -0.07 -0.11
H 6.89415 6.24021 0.93821 0.13 -0.05 -0.05
C -6.18151 -3.26962 2.93870 -0.09 -0.09 -0.11
N -6.73249 -1.94004 2.55926 -0.12 -0.10 -0.05
O -6.99571 -1.75234 1.38484 -0.02 0.07 0.16
O -6.87927 -1.13113 3.44948 0.04 -0.01 -0.13
H -6.10415 -3.88344 2.04817 -0.06 0.11 -0.01
H -5.20539 -3.10305 3.37620 -0.10 0.05 0.13
H -6.86447 -3.71505 3.65728 0.08 0.10 0.09
C 0.12357 -5.61134 7.65591 0.06 -0.17 0.13
N -0.01899 -4.13815 7.81883 0.08 -0.06 0.16
O 0.58344 -3.61325 8.72597 -0.07 0.08 -0.12
O -0.73842 -3.56269 7.02098 0.09 -0.01 0.14
H 0.78662 -5.98281 8.42942 -0.01 0.10 0.00
H -0.86690 -6.04870 7.75064 0.00 0.04 -0.14
H 0.53998 -5.79354 6.66889 -0.11 0.00 -0.01
C -4.54125 -2.30760 -0.30846 0.36 3.35 -1.59
N -3.47150 -1.70243 -1.14991 -0.83 0.20 0.66
O -2.83480 -2.42979 -1.86843 0.34 0.22 -0.24
O -3.30423 -0.48801 -1.05524 -0.14 -0.02 -0.31
H -4.56849 -3.37521 -0.49677 0.84 3.13 -1.35
H -4.29522 -2.10479 0.73037 0.02 0.12 0.01
H -5.48157 -1.83896 -0.58746 0.10 0.38 0.15
C -4.64188 -6.72348 0.35367 0.07 -0.31 -0.02
N -4.07180 -5.39400 0.00604 0.81 -1.69 0.02
O -2.90922 -5.34984 -0.33121 -0.59 0.36 0.20
O -4.81892 -4.43690 0.08661 -1.33 -6.18 2.38
H -3.86766 -7.47375 0.23714 0.04 0.09 -0.02
H -4.98182 -6.67356 1.38523 -0.08 0.09 -0.04
H -5.46983 -6.91162 -0.32456 -0.07 0.10 0.07
```
Forces are in eV/Å.

Results
Charge = +1
ΔE to the lowest compared entry with this formula, charge and spin = 0.000 eV
Strongest force on any atom = 6.76 eV Å⁻¹
Energy = -3618.2930 Ha
Gap between HOMO and LUMO = 8.63 eV
M = 895.836 Da

Results of the Mulliken charge analysis, in e, for atoms 1 through 5: -1.537, 1.512, -1.320, 0.701, -1.576

***

Record 2
A cluster of 5 separate species, C27H51N7O5S in total in a non-equilibrium geometry. Source: the Open Molecules 2025 dataset; level of theory: the ωB97M-V functional and the def2-TZVPD basis.

```
91
Properties=species:S:1:pos:R:3:forces:R:3
C -1.65915 1.04059 -0.11820 0.22 -0.78 -0.37
C -2.83573 0.67612 -1.16901 -0.17 -0.32 0.35
C -2.46092 -0.73689 -1.85614 -0.09 0.51 -0.03
C -3.15143 1.86690 -2.21151 -0.60 -0.53 0.04
C -2.45488 1.71853 -3.65078 -0.51 0.62 -0.09
C -3.02143 2.91800 -4.57633 -0.82 -0.56 -0.07
C -0.85245 1.60954 -3.62065 -0.76 -1.03 0.30
O -0.25575 2.91262 -3.86873 2.21 -0.79 0.45
C 1.16636 2.85895 -3.87486 3.30 0.00 -2.91
C 2.06261 2.79827 -2.55404 2.37 0.05 -1.93
C 3.60591 2.78545 -2.58338 -1.86 0.16 -1.49
C 4.55289 2.68805 -1.27233 -0.85 -0.50 -0.69
C 4.19601 1.33041 -0.48842 0.29 0.13 0.76
N 4.43452 0.07832 -1.25359 -0.14 0.73 0.26
C 4.35455 2.82687 -3.97401 -1.42 -0.01 -0.32
N 5.78285 2.82858 -4.22295 -5.49 0.19 -2.42
S 5.80194 2.90758 -5.94296 -1.24 -0.24 0.96
N 4.19661 2.90097 -6.51426 0.45 -0.01 5.89
C 3.44177 2.87037 -5.26661 -0.10 0.04 -1.06
C 1.85063 2.88548 -5.29039 1.09 -0.17 4.93
H -1.90477 0.67453 0.94873 0.31 0.77 -1.71
H -1.39749 2.15560 -0.15820 -0.43 -1.57 0.27
H -0.72578 0.42629 -0.43488 -1.34 1.19 0.61
H -3.81850 0.48943 -0.58129 1.66 0.41 -0.86
H -3.06199 -0.94563 -2.80885 0.65 0.26 1.44
H -2.66235 -1.55400 -1.08372 0.52 1.04 -1.14
H -1.35270 -0.71430 -2.16656 -1.65 -0.27 0.54
H -4.29703 1.83348 -2.39965 1.84 0.10 0.16
H -2.96551 2.88634 -1.69989 -0.01 -1.53 -0.97
H -2.85546 0.74291 -4.13384 0.79 1.58 0.90
H -2.90212 3.95968 -4.10605 0.20 -1.64 -0.80
H -4.16733 2.74085 -4.64358 1.84 0.30 0.08
H -2.63425 2.86970 -5.66174 -0.37 0.25 1.82
H -0.55084 0.84735 -4.44286 -0.16 1.36 1.29
H -0.49129 1.22820 -2.58985 -0.56 0.51 -1.70
H 1.51435 2.76585 -1.53726 1.07 0.07 -1.89
H 5.65190 2.60311 -1.62575 -1.86 0.36 0.52
H 4.41409 3.62190 -0.59919 0.21 -1.59 -1.15
H 3.09871 1.33798 -0.12920 1.62 0.31 -0.50
H 4.87429 1.30720 0.45211 -1.20 0.04 -1.39
H 5.26564 -0.44486 -0.93236 -0.88 0.89 -0.57
H 4.48338 0.22349 -2.27024 0.01 -0.03 0.77
H 1.24991 2.91587 -6.26457 1.11 -0.02 1.74
C 9.75076 1.01553 -2.21006 -0.35 0.32 -0.24
N 8.42929 0.48640 -1.95356 -0.16 -0.55 0.37
C 8.09432 -0.61989 -1.23609 -0.32 0.28 -0.19
C 9.20948 -1.41873 -0.61669 -0.01 -0.17 0.12
O 6.91683 -0.93570 -1.11204 0.95 -0.43 0.10
H 9.79433 2.03367 -1.81636 0.27 -0.04 -0.07
H 9.90466 1.04351 -3.29120 0.26 0.07 0.08
H 10.53323 0.41679 -1.74952 -0.16 0.00 -0.01
H 7.63112 0.97316 -2.34010 0.10 0.00 -0.03
H 8.79160 -2.26938 -0.07695 -0.07 0.18 -0.13
H 9.87586 -1.79630 -1.39512 0.11 0.09 0.13
H 9.76496 -0.79912 0.09067 0.13 -0.08 -0.12
C -0.73726 -5.46676 1.07971 -0.47 -0.13 -0.23
N -1.61664 -4.31981 1.02436 0.12 0.46 0.15
C -1.36713 -3.05022 1.45046 -0.36 0.19 -0.09
C -0.02060 -2.76737 2.05976 0.04 0.15 0.02
O -2.22517 -2.18393 1.33147 0.11 -0.08 0.02
H -0.58570 -5.83189 0.06106 0.21 -0.17 0.13
H -1.22638 -6.24565 1.66953 0.26 -0.13 -0.01
H 0.22608 -5.22867 1.52464 -0.14 0.08 -0.04
H -2.53830 -4.43721 0.62704 0.13 -0.01 0.06
H 0.03418 -1.71798 2.35186 -0.13 -0.17 -0.03
H 0.12237 -3.38195 2.95105 0.16 0.03 -0.07
H 0.76871 -2.96534 1.33089 0.05 -0.10 0.14
C -3.33553 0.76056 4.76819 0.29 0.37 -0.07
N -1.94972 0.36331 4.87924 0.12 -0.40 0.15
C -1.45367 -0.86311 5.20210 0.46 0.03 -0.02
C -2.44074 -1.96278 5.48442 0.07 -0.16 -0.06
O -0.24249 -1.04069 5.25413 -0.15 -0.01 -0.05
H -3.50716 1.12437 3.75182 -0.27 -0.01 0.05
H -3.51658 1.57459 5.47492 -0.25 -0.01 -0.06
H -4.01940 -0.05972 4.97836 0.16 -0.05 -0.06
H -1.23358 1.05385 4.70254 -0.11 -0.09 0.01
H -1.90406 -2.88116 5.72691 0.08 0.23 -0.02
H -3.06696 -1.69258 6.33722 -0.16 -0.07 -0.18
H -3.05860 -2.14530 4.60287 -0.17 0.06 0.20
C -8.63453 -0.29737 4.02505 0.32 0.44 -0.12
N -7.24908 -0.69808 4.13711 0.11 -0.51 0.17
C -6.75408 -1.92499 4.46080 0.53 0.21 -0.08
C -7.74064 -3.02613 4.74358 0.01 -0.19 0.04
O -5.54414 -2.10333 4.51380 -0.27 -0.01 0.06
H -8.80490 0.06630 3.00896 -0.28 -0.01 0.09
H -8.81408 0.51696 4.73090 -0.29 -0.05 -0.08
H -9.32031 -1.11482 4.23534 0.16 0.03 -0.01
H -6.53176 -0.00855 3.96034 -0.12 -0.07 -0.02
H -7.20262 -3.94324 4.98632 0.04 0.23 -0.06
H -8.36751 -2.75662 5.59630 -0.12 -0.05 -0.14
H -8.35824 -3.21032 3.86180 -0.12 0.02 0.15
```
Forces are in eV/Å.

Results
Structure (SMILES) = CC(C)C[C@@H](C)COc1cc(CCN)c2nsnc2c1.CNC(C)=O.CNC(C)=O.CNC(C)=O.CNC(C)=O
ΔE to the lowest compared entry with this formula, charge and spin = 7.035 eV
Strongest force on any atom = 6.00 eV Å⁻¹
Energy = -2216.8681 Ha
Gap between HOMO and LUMO = 7.11 eV
M = 585.816 Da

Results of the Mulliken charge analysis, in e, for atoms 1 through 5: -0.944, 0.544, -1.138, -1.140, 0.557

***

> Among the records above, which one has the highest ΔE to the lowest compared entry with this formula, charge and spin?

C27H51N7O5S

***

> What is the M in the second record?

585.816 Da